1.
Computed, not measured: 5 unconnected molecules or ions with the total composition C23H58N3O11P2S in a non-equilibrium geometry, with ωB97M-V with the def2-TZVPD basis set.

Values from the calculation:
Orbital gap, eV: 6.69
F_max, eV/Å: 8.5
Total energy, Ha: -2983.35284
2S+1: 1
Total charge: +1
HOMO, eV: -10.404

Structure (XYZ):
```
98
Properties=species:S:1:pos:R:3:forces:R:3
S 3.084972 1.453527 -2.702406 -2.101 1.097 -0.422
P 2.293199 3.190258 0.633928 0.655 2.532 2.736
P 1.382034 2.343866 -3.187788 1.336 -2.080 -0.875
O 0.013558 1.225241 -3.139914 1.684 3.214 -2.008
O 0.209401 -9.393696 -5.618923 -0.034 0.247 0.504
O -4.017863 -2.419523 -2.742431 0.318 0.310 -0.394
O 3.492351 0.142624 5.695226 0.287 0.241 -0.424
O -2.624863 2.208442 5.012639 0.202 0.008 -0.653
O 1.521883 2.935011 -4.856004 -2.694 0.503 3.314
O -3.272920 1.839786 -1.682551 2.889 3.801 7.052
O 6.147835 1.277645 6.374060 -0.500 -0.084 0.222
O -1.563187 -3.255638 -4.183319 -0.218 -0.056 0.463
O 0.211605 2.886387 4.469018 -0.298 0.309 0.079
O -0.424063 -6.755233 -4.419790 0.016 -0.102 -0.441
N 2.557311 4.516483 1.549575 -0.633 -1.886 -0.272
N -1.032042 5.007456 -1.215973 -0.883 2.943 -0.884
N -2.106084 1.316365 0.432527 -1.067 1.157 -1.546
C -2.539454 4.999987 -1.090643 -2.223 0.491 0.709
C -0.926592 -9.119258 -4.792945 0.030 0.191 -0.624
C -3.147769 3.875816 -0.063431 -0.646 -0.501 0.518
C -0.567552 4.276130 -2.481726 1.204 0.527 0.060
C -3.994886 -3.048088 -4.027893 0.140 -0.436 0.445
C -0.115823 4.265042 4.622449 0.167 -0.174 -0.068
C -2.838324 2.317586 -0.485501 -1.905 -3.588 -5.223
C -1.517672 1.322932 5.207669 0.038 0.408 0.473
C 0.944339 3.812537 -2.039398 -1.022 -0.410 0.014
C -3.557039 -1.073513 -2.793234 -0.179 -0.311 0.248
C -0.160072 4.834243 0.008133 3.744 -0.203 0.357
C -0.246649 2.096867 5.569711 -0.016 -0.483 -0.387
C 0.349575 -6.133863 -5.442933 -0.050 0.072 0.208
C -1.388513 -7.667643 -4.951024 0.219 -0.181 0.579
C 1.423657 -9.409908 -4.875955 -0.009 -0.064 -0.233
C 4.702512 -0.611073 5.806204 -0.160 0.073 0.616
C 0.732466 3.518898 -0.414524 -1.218 -1.330 -1.651
C -2.792182 -3.986436 -4.164109 -0.010 0.453 -0.372
C 5.489528 2.371291 7.004342 0.218 0.017 -0.141
C -0.881493 -3.316163 -2.933091 0.141 -0.034 -0.268
C -2.911062 2.416629 3.633715 -0.040 0.103 0.499
C 5.654790 0.013892 6.829987 0.203 0.060 -0.598
C 3.471627 0.958311 4.526610 -0.172 -0.095 0.309
H 1.990321 2.098946 1.554487 0.102 0.196 -1.450
H -2.610241 -0.987744 -3.334054 -0.005 -0.026 -0.027
H -2.011276 2.667593 3.064793 0.059 -0.115 -0.006
H -4.004490 -2.300072 -4.830115 0.108 -0.067 0.086
H -0.446482 -4.311426 -2.799954 -0.033 -0.006 0.107
H 5.759519 3.287001 6.470811 0.060 -0.186 0.034
H -4.912513 -3.638775 -4.109338 0.033 -0.001 -0.031
H -0.404007 2.717615 6.460001 -0.078 -0.051 -0.153
H -2.788818 -4.740109 -3.367446 -0.019 0.149 -0.038
H -0.713203 -9.353198 -3.742747 0.010 0.139 -0.097
H 3.482452 2.895926 -0.174649 -1.573 -0.153 0.141
H -0.385804 1.322929 -4.063397 0.437 -0.570 1.587
H 2.257781 -9.416578 -5.583250 -0.200 -0.037 0.022
H -4.335650 3.991464 -0.086965 2.635 -0.281 -0.183
H 2.481069 4.242577 2.558951 0.115 0.442 -1.213
H 1.190742 -5.619073 -4.971497 -0.160 -0.063 0.040
H 0.741715 -6.863499 -6.154755 -0.043 -0.026 0.015
H -3.616894 3.248035 3.552235 -0.012 -0.101 0.161
H 0.759122 3.588301 -5.033238 1.602 -1.318 0.102
H -2.827493 0.668820 0.867445 1.146 1.084 -0.756
H -2.854457 4.072331 1.075686 -0.327 -0.442 -2.660
H 5.189781 -0.718097 4.829566 0.001 0.113 0.121
H 0.650293 5.700172 -0.067319 -1.791 -1.685 0.509
H 4.391797 1.536739 4.419176 0.042 -0.042 -0.001
H -1.611162 -7.437497 -5.999912 0.115 -0.090 0.070
H 0.526239 4.711892 5.387687 -0.105 0.110 -0.005
H 0.108946 2.530660 -0.334283 0.865 1.855 -0.077
H 5.171443 0.112151 7.809732 -0.047 0.002 -0.164
H 0.548776 1.378727 5.797172 -0.074 0.007 0.042
H 0.071545 4.769599 3.671061 0.118 -0.099 0.034
H 1.472956 -10.319257 -4.269762 0.073 0.043 0.098
H -1.730406 -9.782273 -5.127429 -0.019 0.033 0.028
H -2.845623 6.066500 -0.657084 0.576 -2.402 -0.888
H -2.966749 4.929765 -2.195217 0.788 -0.078 2.516
H -0.262762 -5.394660 -5.968415 0.065 0.022 -0.089
H 6.522802 -0.641889 6.948685 -0.051 -0.023 -0.001
H 1.519524 -8.529718 -4.233813 -0.048 -0.048 -0.001
H 1.836242 4.559061 -2.169653 -1.995 -1.005 -0.055
H -1.546063 -3.087452 -2.097106 -0.061 -0.029 -0.002
H -1.371702 3.426686 -2.669545 2.118 1.522 0.167
H -1.165097 4.405411 4.891063 -0.001 -0.038 0.065
H -0.521460 5.128287 -3.312584 -0.379 -2.195 1.517
H -1.456743 0.738048 -0.181103 -1.551 0.781 0.747
H -4.314282 -0.442123 -3.267309 0.072 0.128 -0.023
H 3.322764 0.330111 3.643032 0.066 0.017 -0.137
H -0.846398 6.015536 -1.498635 -0.372 -1.494 0.665
H -0.073013 -2.580659 -2.947754 -0.088 -0.055 -0.126
H 2.630696 1.651899 4.607810 0.021 -0.098 0.058
H 5.828929 2.458355 8.040702 -0.113 0.055 0.048
H -1.779221 0.666187 6.043050 0.048 0.022 -0.040
H -2.863443 -4.511457 -5.122983 -0.044 -0.009 0.053
H -1.358203 0.694166 4.323134 0.055 0.134 0.044
H 4.401643 2.261442 6.977691 0.034 -0.045 0.034
H -3.404397 -0.724928 -1.767922 -0.112 -0.137 -0.164
H -3.377791 1.520370 3.214549 0.025 -0.031 -0.140
H -2.308866 -7.527309 -4.373596 -0.005 -0.050 -0.035
H -0.620696 4.912879 1.080983 0.447 -0.542 -2.449
H 4.421770 -1.611602 6.153034 0.057 0.043 -0.017
```
Positions in Å, forces in eV/Å.



2.
Computed, not measured: 4 unconnected molecules or ions with the total composition C23H58N4O16P5 in a non-equilibrium geometry, with ωB97M-V with the def2-TZVPD basis set.

Values from the calculation:
Orbital gap, eV: 8.49
F_max, eV/Å: 8.5
Total energy, Ha: -4040.53633
2S+1: 1
Total charge: +1
HOMO, eV: -11.488

Structure (XYZ):
```
106
Properties=species:S:1:pos:R:3:forces:R:3
P -6.249407 -1.097260 0.047211 -0.542 4.930 -6.901
P 3.529606 5.332034 4.850644 -5.233 -3.625 5.464
P 2.636493 -2.598361 0.001538 1.047 0.710 -1.955
P 0.903031 -2.751950 -6.299868 5.287 3.890 4.884
P 1.293682 1.217524 0.862694 -0.090 -0.363 1.769
O 4.390394 4.128148 4.584739 1.783 2.585 -2.297
O 0.855498 1.299613 2.272531 -0.059 0.192 -0.710
O -7.723470 -1.365797 0.134475 1.236 -2.051 3.139
O -4.558562 -1.086251 0.135406 -1.328 -2.012 2.440
O -6.049207 -1.341440 -1.563897 0.518 -0.736 0.625
O 0.799910 -2.161143 -4.763923 -0.943 -0.022 -0.214
O 0.130285 -1.332587 -6.775124 -1.355 -2.961 -1.346
O 2.359183 -2.108747 -6.720854 -0.573 -0.318 -0.418
O -6.260837 0.550408 0.059547 0.188 -0.503 0.657
O 2.849190 0.670038 0.837646 -1.498 1.065 -0.797
O 2.687722 6.793434 4.838797 2.779 -0.089 -2.200
O 0.104400 -4.428123 4.213692 0.425 0.499 0.107
O 1.325746 -4.153524 -5.965992 -2.750 -0.737 -2.558
O 2.056870 4.610953 4.716558 0.254 0.598 -0.816
O 1.112428 2.630051 0.089705 0.382 -1.458 0.312
O 3.633691 5.397963 6.492819 0.456 0.372 -0.578
N -0.507259 -1.490525 2.164178 1.045 -0.973 -0.669
N 1.263420 -2.274831 1.079137 1.333 -0.527 -0.695
N -0.541688 -3.273002 3.832285 -0.407 0.987 -0.552
N 1.050492 -3.118256 2.120950 -1.652 0.811 0.988
C 0.307551 -0.165116 0.068177 0.939 -0.227 -0.401
C 2.023870 2.215142 5.080769 -0.022 -0.151 0.202
C 1.913233 3.347513 4.076799 -0.035 -0.246 0.248
C 5.279371 7.146037 6.902942 0.005 0.041 -0.175
C 0.328193 -1.300483 1.097849 -0.511 -0.515 1.150
C -1.892966 -2.554319 -7.468025 0.122 -0.054 0.169
C -6.698877 1.231152 1.227518 -0.072 0.287 0.174
C 2.237390 -4.307828 -0.702138 -0.076 -0.460 4.638
C 3.638549 7.435163 2.659532 -0.037 -0.185 0.046
C -7.025185 -2.045904 -2.330803 -0.434 0.077 -0.205
C 4.885816 5.693406 7.097304 0.208 0.083 0.292
C 2.321883 -2.129011 -9.156619 -0.179 -0.050 0.006
C -4.509141 -3.183104 1.427298 -0.108 0.054 -0.149
C 0.722052 -3.036465 -3.648156 0.438 -0.122 -0.039
C 4.165794 -2.890926 1.041194 -0.581 -0.455 0.321
C -0.931208 -1.413689 -7.733041 -0.487 0.323 -0.397
C -3.917080 -1.806932 1.187149 0.403 -0.126 0.208
C -5.693598 1.118187 2.359212 0.034 -0.167 0.042
C -0.052708 -2.633310 2.768130 0.539 0.360 -1.167
C 2.099851 -3.348767 -3.092121 -0.261 -0.763 -0.505
C -8.044471 -1.092771 -2.925720 0.023 0.186 -0.141
C 3.016896 -2.586761 -7.887913 0.272 0.005 -0.273
C 3.186519 7.870274 4.039157 -0.074 0.631 -0.180
H -4.685791 1.354708 2.011670 -0.070 0.061 -0.016
H 2.795214 -3.663099 -3.874101 -0.213 -0.046 -0.151
H -4.513480 -3.768276 0.506016 0.063 -0.012 0.030
H 2.065945 1.251498 4.570155 -0.064 0.044 -0.011
H 0.734559 3.238475 0.753469 0.080 -0.082 -0.250
H 5.553408 7.332911 5.858585 0.053 0.030 0.025
H -1.393968 -3.525902 -7.572955 -0.008 0.000 -0.071
H 0.957144 -4.100570 4.569257 -0.443 -0.445 0.349
H 0.181263 -3.948300 -3.908963 0.132 -0.011 -0.034
H -7.504240 -2.820091 -1.729960 -0.040 0.147 0.057
H 3.937185 8.299787 2.065202 0.006 -0.057 0.010
H 2.114637 -1.057820 -9.123628 0.089 -0.035 0.016
H -2.721719 -2.527324 -8.176685 0.036 -0.033 0.032
H 0.925656 3.324309 3.616963 -0.013 0.182 0.121
H 1.174072 -4.246888 -1.016491 0.728 -0.386 0.447
H 2.043468 -4.165002 -2.303457 -0.801 2.266 -4.432
H 4.000436 8.373386 4.567340 0.002 0.002 0.008
H -3.935575 -3.719430 2.186107 -0.057 -0.010 -0.015
H -6.817930 2.280745 0.955075 0.010 -0.084 -0.158
H 1.157092 2.215334 5.745867 -0.002 0.008 -0.083
H 2.918097 -4.537351 -1.528683 0.507 -0.358 1.764
H -1.355507 -2.919407 4.327292 0.346 -0.438 0.171
H 1.366972 -2.651662 -9.280945 0.022 -0.011 -0.062
H 4.777437 5.489256 8.163516 -0.149 -0.080 -0.073
H 5.662390 5.026886 6.711059 -0.046 -0.024 -0.022
H -8.452371 -0.410527 -2.180043 -0.019 -0.184 0.124
H -5.679681 0.097976 2.759461 -0.009 0.025 0.057
H 2.905146 2.314760 5.715007 0.090 0.100 -0.172
H -2.291119 -2.496520 -6.453282 -0.052 0.056 -0.043
H 4.452093 7.811790 7.155529 0.030 -0.070 0.061
H 3.095554 -3.677304 -7.861453 -0.021 0.011 0.056
H 2.530166 -2.457169 -2.631772 -0.012 -0.016 -0.039
H 2.933694 -2.344322 -10.033656 -0.027 -0.026 0.024
H -0.719754 0.153309 -0.202703 0.591 -0.073 0.569
H -2.867435 -1.912240 0.903897 -0.072 0.141 -0.103
H 1.633834 -3.931951 2.272688 -0.312 0.134 -0.058
H 3.336972 1.266044 1.439092 0.041 -0.293 -0.146
H 2.837758 6.905933 2.139589 -0.025 0.083 -0.011
H 6.140699 7.401119 7.521917 -0.003 -0.018 -0.038
H -0.512277 -1.492147 -8.739300 0.019 0.008 0.002
H -6.496023 -2.557965 -3.137341 0.188 0.095 0.091
H 2.336731 -5.054949 0.132097 -0.120 0.303 -0.643
H 4.508150 -1.959144 1.537906 -0.393 -0.607 -0.261
H 4.966715 -3.202942 0.325708 -0.766 0.209 0.396
H -8.868324 -1.645464 -3.381354 0.036 0.007 0.003
H 4.498814 6.756928 2.719993 0.044 0.053 0.008
H 2.638707 3.238774 3.266724 0.101 0.003 0.127
H -3.941901 -1.213896 2.106107 0.045 0.010 0.020
H 2.374877 8.593940 3.940540 -0.057 -0.143 0.151
H -7.678044 0.858752 1.541101 0.008 -0.024 -0.048
H 0.807370 -0.492226 -0.877680 -0.355 0.080 0.760
H -7.578026 -0.473303 -3.695399 -0.010 -0.070 0.004
H 4.009879 -3.723117 1.767311 0.391 0.619 -0.320
H -5.952843 1.791369 3.177578 -0.013 -0.040 -0.008
H -5.544909 -3.113376 1.778678 0.027 -0.005 0.064
H -1.473265 -0.467084 -7.686210 0.187 0.024 0.119
H 4.030244 -2.183164 -7.866662 -0.061 0.032 0.173
H 0.128456 -2.527911 -2.879161 -0.051 0.155 -0.117
```
Positions in Å, forces in eV/Å.